(1)
Below is one molecule with the formula C2H3F2NS in a non-equilibrium geometry, with properties calculated with ωB97M-V with the def2-TZVPD basis set.

Its LUMO energy (alpha / beta) is 0.91 / -2.78 eV. The HOMO-LUMO gap (alpha / beta) comes out at 0.2585 / 0.2508 hartree. The HOMO energy (alpha / beta) is -6.1 / -9.6 eV. The spin multiplicity is 3.

Structure (XYZ):
```
9
Properties=species:S:1:pos:R:3:forces:R:3
C 0.7920 -0.0782 0.1422 -2.83 -5.08 1.14
C 0.3851 -1.5626 0.4263 0.05 2.07 0.73
N -0.1074 0.7444 -0.4311 -2.83 -0.74 -0.20
F 0.6928 -2.3627 -0.6582 -0.76 0.10 0.74
F -1.0088 -1.4259 0.5923 0.85 -1.22 -0.47
S 2.2875 0.3959 0.4602 3.83 1.33 0.85
H 0.7894 -2.0601 1.3883 -0.49 0.87 -1.71
H -1.1662 0.6587 -0.3247 2.55 0.44 -0.01
H 0.3939 1.5238 -0.7147 -0.37 2.24 -1.06
```
Positions in Å, forces in eV/Å.

Results of the Mulliken charge analysis, in e, for atoms 1 through 4: atom 1 (C): 0.291, atom 2 (C): 0.272, atom 3 (N): -0.435, atom 4 (F): -0.229

---

(2)
Below is one molecule with the formula C2H3F2OP in a non-equilibrium geometry, with properties calculated with ωB97M-V with the def2-TZVPD basis set.

Its LUMO energy (alpha / beta) is -1.35 / -1.21 eV. The HOMO-LUMO gap (alpha / beta) comes out at 0.2919 / 0.2935 hartree. The HOMO energy (alpha / beta) is -9.3 / -9.2 eV.

Structure (XYZ):
```
9
Properties=species:S:1:pos:R:3:forces:R:3
C -1.1249 -0.2115 0.5826 2.18 -2.44 -0.32
C 0.9729 0.7408 -0.7936 2.45 -1.39 -1.58
O 1.4562 -1.2060 1.2913 -0.63 0.44 -1.00
F 0.2394 1.0457 -1.8351 -1.19 0.40 0.09
F 2.2390 0.8119 -1.2754 -0.33 0.45 1.03
P 0.6046 -0.7110 0.1675 -0.47 0.45 1.16
H -1.0790 0.7441 0.9004 -0.25 2.90 1.55
H -1.5749 -0.9214 1.1924 -0.40 -0.99 1.95
H -1.7333 -0.2927 -0.2299 -1.36 0.19 -2.89
```
Positions in Å, forces in eV/Å.

Results of the Mulliken charge analysis, in e, for atoms 1 through 4: atom 1 (C): -1.084, atom 2 (C): 0.403, atom 3 (O): -0.580, atom 4 (F): -0.173

---

(3)
Below is C2H3F3 as an isolated structure in a non-equilibrium geometry, with properties calculated with ωB97M-V with the def2-TZVPD basis set.

Its LUMO energy is 0.82 eV. The HOMO-LUMO gap comes out at 0.4477 hartree. The HOMO energy is -11.4 eV.

Structure (XYZ):
```
8
Properties=species:S:1:pos:R:3:forces:R:3
C -0.6076 0.6703 0.1237 -2.01 -0.82 -3.11
C -0.9405 -0.8729 -0.0126 5.35 -0.66 0.40
F -1.4633 1.4102 0.8979 0.01 -0.32 -0.17
F -1.6730 -1.3546 -1.0045 -1.08 0.76 -0.40
F -1.4123 -1.4035 1.1496 0.48 0.36 -0.71
H -0.6291 1.0242 -0.9732 -0.23 -0.23 1.49
H 0.3910 0.8231 0.4231 1.07 -0.20 0.91
H 0.3215 -1.3397 -0.3784 -3.58 1.10 1.59
```
Positions in Å, forces in eV/Å.

Results of the Mulliken charge analysis, in e, for atoms 1 through 4: atom 1 (C): -0.294, atom 2 (C): 0.326, atom 3 (F): -0.262, atom 4 (F): -0.230